Entry 1:
16
Properties=species:S:1:pos:R:3:forces:R:3:mulliken_charge:R:1 method="wB97M-V/def2-TZVPD" smiles="CC1=C(N=O)CC1.[H][H]" energy_ev=-8863.962 e_lumo_ev=-0.4669 gap_ev=8.45 e_above_lowest_ev=5.250
C -1.488 -1.103 -0.362 0.1 -0.1 0.0 -1.07
C -0.522 -0.022 -0.024 0.0 -0.1 0.1 0.33
C 0.784 0.165 0.275 0.0 0.0 0.0 0.25
N 1.891 -0.697 0.413 0.2 0.3 0.2 -0.14
O 2.921 -0.095 0.648 -0.3 -0.2 0.0 -0.39
C 0.687 1.647 0.500 0.2 0.2 0.1 -0.30
C -0.824 1.447 0.180 -0.2 0.1 0.0 -0.52
H -2.191 -0.746 -1.125 0.1 0.0 0.1 0.32
H -2.088 -1.335 0.528 0.1 0.0 -0.1 0.27
H -1.021 -2.025 -0.710 0.0 0.2 0.1 0.26
H 0.912 1.968 1.521 0.0 0.0 -0.1 0.24
H 1.244 2.266 -0.208 -0.1 0.0 0.1 0.24
H -1.199 1.980 -0.701 0.1 -0.1 0.1 0.27
H -1.497 1.633 1.024 0.1 0.0 -0.1 0.24
H 0.999 -2.671 -1.268 0.1 -0.2 -0.1 0.06
H 1.394 -2.410 -0.690 -0.1 -0.2 -0.2 -0.04

***

Entry 2:
16
Properties=species:S:1:pos:R:3:forces:R:3:mulliken_charge:R:1 method="wB97M-V/def2-TZVPD" energy_ev=-8865.688 e_lumo_ev=1.1178 gap_ev=10.19 e_above_lowest_ev=3.525
C -1.641 -1.034 -0.231 0.2 0.1 -0.1 -1.44
C -0.699 0.005 -0.882 -0.1 -0.2 -0.1 0.26
C -0.783 1.409 -0.401 0.1 0.2 0.0 -0.73
C 0.520 0.693 -0.189 0.2 -0.3 0.3 0.01
C 0.874 -0.058 1.018 0.1 0.1 0.2 -0.25
N 1.971 -0.650 1.276 -0.3 0.7 0.5 -0.54
O 3.007 -0.291 0.398 0.0 -0.4 0.1 -0.38
H -2.612 -0.985 -0.753 0.4 0.1 0.1 0.37
H -1.870 -0.846 0.826 0.2 0.1 -0.3 0.31
H -1.300 -2.073 -0.313 0.2 0.3 0.0 0.35
H -0.570 -0.187 -1.938 -0.1 0.3 -0.1 0.35
H -0.711 2.159 -1.180 -0.1 0.2 0.3 0.26
H -1.414 1.649 0.448 -0.1 -0.1 -0.1 0.25
H 1.393 1.151 -0.668 -0.5 -0.8 -0.5 0.45
H 0.088 -0.222 1.741 0.0 -0.4 0.2 0.37
H 3.747 -0.719 0.847 0.0 0.1 -0.3 0.36

***

Entry 3:
16
Properties=species:S:1:pos:R:3:forces:R:3:mulliken_charge:R:1 method="wB97M-V/def2-TZVPD" smiles=COC(C)(C)C#N energy_ev=-8867.747 e_lumo_ev=0.8893 gap_ev=11.42 e_above_lowest_ev=1.466
C 1.897 0.765 -0.203 0.2 0.1 0.1 -0.72
O 0.861 0.024 -0.824 0.0 0.0 0.0 -0.41
C -0.365 -0.028 -0.124 -0.1 -0.1 0.1 1.39
C -1.422 -0.476 -1.133 -0.1 0.0 0.0 -1.54
C -0.276 -0.995 1.064 0.0 -0.1 0.1 -1.31
C -0.760 1.318 0.382 -0.2 1.0 0.3 0.09
N -1.103 2.344 0.791 0.4 -1.0 -0.4 -0.47
H 1.806 1.839 -0.422 0.0 -0.2 0.0 0.27
H 1.906 0.639 0.889 0.0 0.0 -0.2 0.30
H 2.840 0.385 -0.604 -0.2 0.1 0.0 0.27
H -1.256 -1.525 -1.388 0.0 0.1 0.0 0.37
H -1.349 0.126 -2.042 0.0 0.0 0.2 0.37
H -2.423 -0.371 -0.711 0.1 0.0 0.0 0.38
H -1.129 -0.875 1.736 0.0 0.0 -0.1 0.36
H 0.638 -0.828 1.641 -0.2 0.0 -0.1 0.30
H -0.263 -2.022 0.691 0.0 0.1 0.0 0.34

***

Entry 4:
16
Properties=species:S:1:pos:R:3:forces:R:3:mulliken_charge:R:1 method="wB97M-V/def2-TZVPD" smiles="N/C=C/CCC=O" energy_ev=-8867.241 e_lumo_ev=1.0809 gap_ev=9.16 e_above_lowest_ev=1.971
N -0.260 1.313 3.005 0.0 -0.2 -0.1 -0.59
C -0.276 0.293 2.038 0.7 -0.1 0.2 -0.13
C 0.089 0.464 0.768 0.2 -0.2 0.2 -0.55
C -0.312 -0.431 -0.362 0.6 -0.5 -0.7 -0.31
C 0.727 -0.501 -1.483 0.3 1.2 0.0 -0.54
C 0.214 -0.831 -2.847 -0.6 -1.5 -0.1 -0.07
O -0.952 -0.988 -3.112 -0.1 0.4 0.1 -0.48
H -0.825 1.075 3.806 0.1 0.1 0.1 0.25
H -0.579 2.185 2.609 0.1 0.1 0.1 0.25
H -0.411 -0.709 2.436 -0.8 0.0 -0.1 0.34
H 0.654 1.356 0.507 -0.6 0.3 -0.1 0.24
H -1.228 -0.008 -0.760 -0.2 -0.1 -0.3 0.27
H -0.514 -1.477 -0.119 -0.3 0.2 0.6 0.35
H 1.575 -1.140 -1.227 0.0 -0.1 -0.1 0.35
H 1.165 0.502 -1.615 0.2 0.0 0.1 0.26
H 0.936 -1.101 -3.642 0.4 0.5 0.1 0.36